Formula: C51H127N9O
Source: the OMol25 dataset
Level of theory: ωB97M-V/def2-TZVPD

Structure (ORCA input):
```
! wB97M-V def2-TZVPD RIJCOSX def2/J DEFGRID3
* xyz 0 1
C 20.1468 7.7219 25.2653
C 20.4692 8.4224 26.5367
N 20.3025 9.8860 26.5741
C 20.2044 10.3838 27.9631
C 18.8464 10.1241 28.5966
C 21.3143 10.5200 25.7300
C 21.0029 11.9937 25.5039
H 20.4118 6.6682 25.3519
H 20.7753 8.0350 24.4315
H 19.1005 7.9212 25.0337
H 19.7359 8.0575 27.2559
H 21.4618 8.2060 26.9316
H 21.0262 9.9863 28.5588
H 20.4757 11.4393 27.9469
H 18.0416 10.5203 27.9775
H 18.6588 9.0872 28.8756
H 18.8153 10.4709 29.6295
H 21.2420 10.1131 24.7214
H 22.3370 10.4634 26.1028
H 21.4036 12.3725 24.5637
H 21.3185 12.5714 26.3727
H 19.9169 12.0700 25.4506
C 7.8095 14.9197 26.5825
C 9.2910 14.4431 26.7931
N 9.8355 13.7399 25.5352
C 10.0912 14.7646 24.4873
C 11.0505 15.8619 24.9831
C 11.0906 12.9061 25.8606
C 11.7023 12.3594 24.5285
H 7.4383 15.3376 27.5183
H 7.1714 14.1132 26.2213
H 7.8057 15.6967 25.8180
H 9.9424 15.2290 27.1752
H 9.1890 13.6382 27.5210
H 10.5389 14.3444 23.5868
H 9.2247 15.3629 24.2057
H 11.8325 15.3970 25.5834
H 11.5088 16.4316 24.1748
H 10.5845 16.5812 25.6565
H 10.8292 12.0422 26.4717
H 11.8360 13.4923 26.3981
H 10.9326 12.0992 23.8019
H 12.2983 11.4722 24.7421
H 12.4378 13.0428 24.1041
C 11.6426 8.5823 24.2486
C 12.3222 7.9757 23.0337
N 11.6185 6.8734 22.4117
C 12.4496 6.2677 21.3326
C 13.7625 5.6354 21.8314
C 10.3156 7.3048 21.8163
C 9.4049 6.1772 21.4199
H 12.3289 9.0119 24.9783
H 11.0755 7.8264 24.7919
H 10.9510 9.3630 23.9321
H 12.4507 8.7232 22.2508
H 13.3377 7.6993 23.3172
H 11.9364 5.4598 20.8111
H 12.5607 7.0484 20.5801
H 14.2045 4.8349 21.2382
H 14.5778 6.3482 21.9550
H 13.6427 5.1257 22.7874
H 10.3806 7.9524 20.9420
H 9.8942 7.9375 22.5974
H 9.0199 5.5447 22.2199
H 9.7917 5.4467 20.7094
H 8.5426 6.5696 20.8809
C 17.2517 14.4195 27.5876
C 17.9854 14.8420 26.3114
N 17.1543 15.0825 25.0848
C 16.4344 13.9224 24.5996
C 15.2001 14.3734 23.9092
C 17.9495 15.8388 24.0703
C 19.1563 15.1215 23.5292
H 16.9441 13.3894 27.7676
H 16.2899 14.9289 27.5289
H 17.8210 14.8191 28.4269
H 18.4139 15.8263 26.5003
H 18.8449 14.2124 26.0814
H 16.9641 13.2858 23.8909
H 16.1137 13.2187 25.3676
H 14.8484 15.3080 24.3462
H 15.4045 14.7805 22.9190
H 14.4117 13.6209 23.8903
H 18.2461 16.7863 24.5203
H 17.2218 16.0612 23.2899
H 19.4015 15.7439 22.6686
H 18.8272 14.1499 23.1606
H 19.9896 14.9593 24.2128
C 20.8523 13.0136 21.2868
C 21.9804 12.6911 20.3650
N 21.7306 12.6873 18.9445
C 20.8902 13.7016 18.3813
C 21.4469 15.0999 18.5348
C 22.8209 12.2026 18.0533
C 23.3642 10.8085 18.4915
H 20.3098 13.9119 20.9922
H 21.1577 13.0028 22.3331
H 20.2099 12.1383 21.1906
H 22.8087 13.3919 20.4696
H 22.3897 11.7386 20.7019
H 20.8397 13.3890 17.3383
H 19.9342 13.6731 18.9041
H 22.4851 15.1884 18.2146
H 20.8809 15.8903 18.0418
H 21.4377 15.3714 19.5904
H 23.6074 12.9568 18.0790
H 22.3576 12.1590 17.0677
H 23.9533 10.8420 19.4080
H 24.0472 10.3843 17.7555
H 22.5198 10.1293 18.6082
C 16.1718 7.2512 20.1781
C 16.9601 8.2505 19.2727
N 18.0829 8.8397 20.0678
C 19.1576 7.8226 20.2832
C 20.2944 8.2256 21.2638
C 18.5659 9.9771 19.3161
C 17.7895 11.3075 19.6540
H 15.6831 7.8382 20.9557
H 16.7721 6.4564 20.6207
H 15.4277 6.7338 19.5726
H 17.4496 7.6791 18.4840
H 16.3347 9.0610 18.8984
H 18.7692 6.9181 20.7512
H 19.5871 7.5600 19.3164
H 21.0722 7.4739 21.3989
H 20.7818 9.1558 20.9719
H 19.8754 8.5105 22.2288
H 18.4666 9.6797 18.2722
H 19.6504 10.0705 19.3725
H 18.0434 11.7241 20.6287
H 16.7466 11.3771 19.3448
H 18.2551 12.0881 19.0523
C 9.7870 10.7217 18.1113
C 10.4902 9.3261 18.2605
N 11.1123 8.8323 17.0460
C 10.1765 8.2480 16.1249
C 10.7908 8.1097 14.6581
C 12.2395 7.8851 17.3802
C 13.4456 8.6539 17.9628
H 9.2312 11.0783 18.9785
H 9.0877 10.8357 17.2830
H 10.5265 11.5224 18.0954
H 11.2231 9.4291 19.0606
H 9.6697 8.6925 18.5975
H 9.8012 7.3101 16.5343
H 9.2681 8.8254 15.9532
H 11.4546 7.2475 14.5943
H 9.9480 7.9822 13.9788
H 11.3190 9.0249 14.3906
H 12.6249 7.5366 16.4220
H 11.9816 7.0672 18.0529
H 14.3377 8.0477 17.8055
H 13.4120 8.8624 19.0321
H 13.5961 9.5709 17.3931
C 14.4916 4.2055 27.9114
C 15.3441 5.3142 27.2935
N 15.4595 6.4480 28.2026
C 16.4359 6.1491 29.2940
C 16.2449 7.0498 30.4957
C 15.9389 7.6328 27.4132
C 15.0518 7.9863 26.1719
H 13.9372 3.6591 27.1484
H 13.6321 4.5964 28.4559
H 14.9829 3.6422 28.7048
H 16.2829 4.9163 26.9080
H 14.7114 5.5572 26.4398
H 16.0985 5.1665 29.6237
H 17.4945 6.0451 29.0559
H 16.6458 6.7180 31.4535
H 16.8172 7.9296 30.2015
H 15.2149 7.3655 30.6615
H 16.9409 7.5145 27.0009
H 15.9107 8.4903 28.0854
H 15.2558 7.3391 25.3189
H 15.1546 9.0582 26.0025
H 14.0202 7.9974 26.5236
C 17.9776 10.3111 23.1879
C 16.4224 10.4998 23.2055
O 15.7666 10.6838 24.2141
N 15.8702 10.3721 22.0091
C 14.4698 10.5550 21.7527
H 18.3904 10.2903 24.1965
H 18.5342 11.0964 22.6764
H 18.1066 9.3929 22.6147
H 16.4638 10.0154 21.2739
H 14.0292 9.6139 21.4237
H 14.3973 11.3251 20.9846
H 13.8697 10.9813 22.5566
*
```

The HOMO energy comes out at -7.9 eV. The calculation puts the energy relative to the best compared isomer or geometry (same formula, charge and spin) at 450.61 kJ/mol. The calculation puts the orbital gap at 8.58 eV. The structure (SMILES) is CCN(CC)CC.CCN(CC)CC.CCN(CC)CC.CCN(CC)CC.CCN(CC)CC.CCN(CC)CC.CCN(CC)CC.CCN(CC)CC.CNC(C)=O. The LUMO energy is 0.657 eV. The maximum force comes out at 2.837 eV/Å.